Record 1
{"formula": "C38H68N10O3P2SSiTl", "method": "the ωB97M-V functional and the def2-TZVPD basis", "elements": ["H", "H", "O", "H", "H", "H", "H", "O", "C", "H", "N", "N", "C", "P", "C", "N", "H", "H", "H", "H", "N", "C", "H", "H", "H", "C", "H", "S", "H", "C", "H", "H", "C", "H", "C", "H", "Tl", "H", "H", "C", "C", "C", "C", "H", "H", "C", "H", "H", "C", "H", "H", "N", "C", "C", "H", "C", "H", "N", "H", "H", "H", "N", "H", "H", "H", "C", "C", "H", "H", "H", "C", "H", "C", "H", "N", "P", "H", "N", "C", "H", "H", "C", "H", "H", "C", "H", "N", "C", "H", "C", "H", "C", "H", "H", "H", "H", "C", "C", "O", "H", "H", "C", "C", "H", "H", "H", "C", "H", "C", "C", "H", "C", "C", "H", "Si", "H", "H", "H", "H", "H", "C", "C", "H", "H"], "xyz": [[-0.196, -1.876, 2.142], [1.726, -0.833, -2.961], [0.933, -2.802, -1.577], [4.563, 0.096, -2.748], [4.162, -4.835, 0.612], [3.692, 1.805, 1.766], [-4.621, -3.812, 0.285], [1.257, -0.105, 0.571], [4.271, 1.254, 1.019], [-1.130, -2.417, -4.861], [2.392, -4.639, -0.536], [1.396, 0.160, -5.854], [0.257, -0.966, 5.518], [2.580, -0.563, 0.118], [4.018, -0.764, 2.351], [-2.654, 2.807, 1.204], [2.012, 3.787, 2.457], [-1.303, -0.182, -4.118], [-4.125, 0.009, -3.983], [-4.587, 0.928, 2.894], [-0.498, -0.451, -4.703], [-3.047, -1.254, 1.848], [-4.499, -0.706, -2.401], [2.533, -1.490, -5.203], [0.068, -1.946, -6.940], [2.381, 0.343, 5.714], [1.004, 0.390, -1.916], [-0.074, 2.160, -4.957], [0.023, -1.662, 4.709], [-3.718, -0.589, -3.165], [4.105, 1.691, 0.036], [-4.772, 5.112, 3.544], [3.134, -5.218, 0.569], [2.985, -5.991, -2.016], [1.858, -1.205, -6.019], [4.175, 1.551, 5.875], [-1.148, 1.050, 1.515], [1.947, 0.932, -6.185], [0.332, -2.216, -3.902], [1.361, 3.074, -1.202], [2.843, 2.202, 4.304], [-3.867, -2.362, 1.686], [-0.409, 4.808, -1.588], [-4.382, -2.785, 2.541], [0.336, -3.303, 3.057], [-1.671, 5.316, -1.286], [2.419, -1.269, -6.952], [-0.695, -4.959, 1.670], [4.212, -0.621, -2.001], [0.297, 3.390, 2.650], [-0.906, -0.147, -1.375], [-0.775, 3.025, -0.057], [3.244, 1.380, 5.350], [0.657, -2.135, -6.039], [-2.029, 6.207, -1.788], [-5.608, 3.276, 1.022], [-3.364, 1.689, 3.922], [3.907, -0.167, 1.011], [2.647, -0.309, 6.542], [1.282, 2.474, 1.528], [-3.296, 1.968, -2.977], [-0.406, 0.618, 3.394], [2.637, -4.986, 1.509], [-1.342, -1.612, -2.236], [-3.453, 1.398, -1.293], [-0.554, -4.303, 0.806], [-3.302, -2.393, -0.637], [0.234, 5.279, -2.319], [4.006, -4.546, -1.909], [-2.915, -0.849, 2.847], [1.295, 2.963, 2.507], [-3.691, 5.679, 2.265], [-4.294, 1.866, 3.372], [2.135, 3.762, -0.851], [0.639, -3.489, 1.014], [1.561, -3.223, -0.309], [1.516, -2.160, 2.412], [-2.518, 0.058, -2.668], [0.003, 3.656, -0.940], [0.985, -3.175, -6.054], [0.685, -1.518, 6.359], [1.660, 2.012, 3.604], [-3.475, -1.582, -3.554], [-5.072, 2.135, 4.092], [-2.497, -1.260, -0.486], [-0.440, -4.923, -0.083], [2.973, -0.134, -1.418], [-1.755, -0.749, -1.703], [-1.876, 1.904, -1.939], [2.973, -4.912, -1.839], [-5.746, 2.320, 0.510], [1.923, 0.086, -2.405], [4.062, -1.589, -2.498], [5.332, 1.340, 1.266], [3.353, -0.282, 3.072], [4.974, -0.734, -1.233], [0.765, 0.937, 3.945], [0.569, -2.650, 2.212], [2.684, -2.190, 0.217], [1.477, 2.133, -0.669], [-6.498, 3.466, 1.629], [-3.875, 4.865, 2.969], [-4.001, -2.935, 0.429], [3.177, -6.304, 0.457], [-5.552, 4.056, 0.259], [2.227, 0.880, -3.090], [-2.367, -0.667, 0.772], [5.048, -0.647, 2.693], [0.281, 0.525, -5.173], [-1.998, 3.521, 0.285], [-3.364, -2.872, -1.609], [1.187, 0.119, 5.061], [-2.808, 1.400, -2.184], [-3.449, 5.081, -0.115], [-4.060, 3.210, 2.094], [-3.029, 4.826, 3.659], [-0.706, -0.543, 5.820], [2.374, -4.434, -2.609], [3.475, 3.040, 4.017], [3.795, -1.827, 2.302], [-2.468, 4.695, -0.356], [-0.186, -1.871, -4.804], [-1.444, -3.681, 0.690], [1.504, 2.910, -2.272]], "gap_ev": 5.054, "e_tot_ha": -3805.218193, "e_homo_ev": -2.959, "charge": -1}



Record 2
{"formula": "C38H69BrClN3O6S", "method": "the ωB97M-V functional and the def2-TZVPD basis", "elements": ["C", "H", "H", "O", "H", "S", "H", "H", "C", "N", "H", "H", "C", "H", "C", "C", "H", "H", "C", "C", "H", "H", "H", "H", "H", "N", "H", "H", "H", "H", "H", "C", "C", "H", "C", "C", "H", "O", "H", "H", "H", "H", "H", "O", "C", "H", "Br", "C", "H", "H", "H", "C", "C", "H", "H", "N", "C", "H", "C", "H", "C", "H", "C", "C", "C", "H", "H", "H", "C", "H", "C", "H", "O", "C", "C", "H", "C", "C", "C", "H", "C", "H", "C", "H", "H", "H", "C", "Cl", "H", "O", "H", "C", "H", "H", "C", "H", "C", "H", "C", "C", "H", "H", "H", "H", "C", "H", "O", "H", "H", "H", "H", "H", "H", "C", "H", "H", "H", "H", "H"], "xyz": [[-2.832, -0.356, 2.908], [7.397, 0.499, -4.495], [-4.223, 1.844, 3.310], [-4.598, 1.944, -1.417], [0.381, 2.444, -2.490], [-3.470, 1.957, -0.545], [4.189, 0.703, 0.216], [-7.557, 2.488, 2.307], [-2.973, 0.821, 1.922], [-7.169, -1.847, 0.012], [-2.069, -4.307, -1.581], [8.547, -0.988, -3.242], [6.961, 1.315, -3.917], [-0.342, 4.350, 1.149], [-0.608, 3.390, 1.583], [3.202, 0.904, 0.629], [1.809, 4.097, 0.622], [2.395, -0.810, -0.315], [-3.614, 5.597, 1.251], [-1.268, -6.763, -1.979], [10.927, 0.837, -2.615], [3.700, 2.883, -0.008], [7.264, 2.391, -2.075], [-6.233, -2.458, -1.712], [-1.916, -0.202, 3.460], [-0.618, -5.742, -1.177], [1.421, -4.051, -0.174], [-7.758, -1.035, 1.805], [0.746, -3.860, -2.723], [-2.776, 3.147, 4.345], [0.560, 1.556, 1.750], [-0.823, -6.927, -3.437], [1.395, -5.102, 0.119], [-1.207, 2.834, 0.875], [-5.847, -0.309, 1.319], [-0.332, -3.694, -2.692], [-5.844, 1.992, 0.751], [-2.218, 1.958, -1.233], [-2.256, -1.561, 5.069], [1.186, 0.399, 0.078], [-1.933, 1.046, 1.676], [-1.186, -6.116, -4.067], [-1.121, -7.723, -1.472], [-3.542, 3.272, 0.363], [1.150, 0.479, -2.323], [1.241, 2.746, -0.341], [-2.482, -2.057, 1.973], [1.684, 3.015, 0.615], [5.950, 1.031, -3.631], [-5.773, 0.265, 2.225], [2.423, -5.409, 0.319], [6.266, -0.841, -1.461], [-3.921, -0.642, 3.930], [-3.745, -1.241, 6.034], [6.644, -1.607, -2.138], [8.328, 0.620, -1.866], [-5.663, 2.836, 1.406], [8.676, 2.272, -3.064], [-3.534, 0.478, 0.517], [0.262, -6.982, -3.533], [-3.341, -1.532, 5.071], [3.128, 0.417, 1.599], [-4.167, 4.595, 2.240], [7.821, 1.693, -2.704], [10.326, 0.214, -3.278], [-4.247, -1.122, -1.486], [-0.478, 3.728, 3.666], [-4.329, 0.233, 4.432], [2.199, 0.258, -0.291], [-0.759, -4.031, -3.636], [-4.817, -0.283, 0.401], [9.523, -1.066, -1.781], [2.285, 0.790, -1.633], [9.135, -0.379, -2.538], [7.383, 0.059, -0.918], [-3.660, 4.695, 3.190], [0.726, 2.634, 1.741], [-4.169, 3.130, 1.681], [-6.547, 2.703, 2.646], [-5.183, 4.932, 2.406], [-6.960, -1.067, 1.070], [-1.683, 4.678, 2.925], [-4.999, -1.081, -0.715], [5.773, -1.353, -0.631], [-0.491, -2.619, -2.636], [-6.250, 1.919, 3.336], [-2.301, 2.664, 3.489], [-4.759, 6.111, -0.037], [1.384, -5.858, -1.890], [0.671, -0.643, -2.262], [5.499, -0.265, -1.979], [-1.281, 3.673, 2.934], [-4.745, -1.224, 3.540], [1.155, 1.860, -3.956], [3.085, 2.439, 0.770], [-6.020, 3.708, 0.866], [0.795, -5.983, -0.967], [10.961, -0.588, -3.658], [-3.461, 2.141, 2.596], [-6.141, -1.822, -0.840], [-2.348, -6.592, -1.955], [6.933, 0.877, -0.346], [-3.668, -2.557, 4.923], [1.224, 2.896, 2.675], [-0.982, -4.369, -1.480], [7.955, -0.518, -0.184], [-2.526, 6.096, 1.282], [10.018, 0.816, -4.134], [-1.744, 1.846, 3.936], [0.920, -7.025, -0.659], [6.874, 2.175, -4.584], [-1.235, -7.854, -3.843], [-6.624, 3.637, 3.195], [0.514, 1.572, -3.124], [3.502, 2.704, 1.738], [-0.431, 1.238, -3.517], [-0.754, -3.757, -0.601], [-2.768, -0.134, 0.053], [0.829, -5.188, 1.048]], "smiles": "CC[C@@H](Br)[C@@H]1[C@@H](CCCCCCCCOC(C)=O)[C@@](CC)(CC(=O)Cl)OS(=O)(=O)[C@@H]1c1ccncc1.CCN(CC)CC.CCN(CC)CC", "gap_ev": 8.066, "e_tot_ha": -5537.374400, "e_homo_ev": -7.844}



Record 3
{"formula": "C38H71B2Cl30FN4O4P", "method": "the ωB97M-V functional and the def2-TZVPD basis", "elements": ["H", "C", "B", "C", "C", "Cl", "C", "C", "H", "Cl", "H", "H", "H", "C", "C", "H", "H", "H", "H", "O", "H", "C", "H", "H", "C", "H", "C", "H", "H", "H", "H", "H", "C", "N", "H", "Cl", "C", "H", "H", "C", "C", "H", "H", "C", "H", "Cl", "C", "C", "C", "H", "Cl", "H", "Cl", "H", "Cl", "Cl", "C", "H", "N", "Cl", "H", "H", "C", "H", "H", "C", "N", "H", "C", "N", "H", "C", "Cl", "H", "Cl", "F", "B", "H", "H", "Cl", "C", "H", "Cl", "H", "C", "H", "H", "C", "H", "O", "C", "H", "C", "H", "C", "Cl", "H", "Cl", "H", "P", "H", "H", "H", "H", "H", "C", "C", "C", "Cl", "Cl", "H", "H", "Cl", "Cl", "Cl", "H", "Cl", "H", "H", "C", "Cl", "H", "C", "Cl", "C", "H", "C", "H", "H", "C", "H", "Cl", "C", "O", "H", "H", "O", "Cl", "H", "Cl", "Cl", "H", "Cl", "H", "H", "Cl", "H", "H", "Cl", "H", "H"], "xyz": [[-3.181, 1.197, -0.157], [7.283, 4.707, 2.155], [2.302, 2.175, 3.090], [-0.626, 2.890, -0.010], [-3.632, -0.226, -7.668], [-3.407, -6.112, 0.692], [3.082, -4.491, 2.402], [1.539, 1.882, 0.752], [1.657, 1.943, -0.331], [-2.863, -3.218, 1.717], [-0.437, 2.112, -0.758], [4.019, 4.392, -3.473], [-8.813, -6.296, -6.724], [1.773, 12.091, -0.867], [-2.085, 2.913, 0.497], [2.854, 12.152, -0.805], [5.431, -0.193, 1.616], [2.856, 5.595, -0.801], [-1.394, 0.228, 2.971], [-2.935, 1.632, 3.172], [1.579, 4.527, -0.380], [-8.665, -5.365, -6.186], [-0.810, -4.233, 1.193], [-2.141, -5.927, 5.878], [-4.810, 0.644, -2.845], [-6.390, -3.997, -4.347], [0.343, 2.744, 1.223], [2.932, 0.491, -1.257], [5.320, 1.986, 3.483], [-1.804, 0.762, 0.871], [-3.630, 0.656, -8.298], [-4.128, 0.464, 1.916], [-5.856, -3.316, -3.695], [7.526, 0.967, 1.247], [-5.731, 1.183, -2.647], [1.748, 4.023, -2.965], [5.601, 1.676, 2.469], [-0.280, 2.247, 1.972], [10.763, 0.899, 2.191], [3.600, 3.720, -0.090], [-1.929, -10.581, 4.422], [1.445, 11.070, -0.711], [9.285, 0.438, 0.353], [9.698, 1.048, 2.322], [-1.628, -3.998, -3.726], [-9.311, -8.530, -6.185], [2.543, 5.631, 1.286], [2.868, 2.023, 1.584], [-0.686, -4.531, -3.794], [0.748, 1.778, 5.365], [-4.544, -0.517, -1.538], [-1.898, 0.662, 4.627], [4.623, -3.690, 2.069], [3.567, 5.848, 1.597], [-2.582, -9.796, 5.866], [-11.234, -1.754, -6.448], [-8.756, -9.421, -4.759], [-2.059, 3.397, 1.485], [4.342, -1.333, -0.499], [-2.452, -9.786, 2.930], [2.970, 4.594, -4.896], [-0.771, 6.821, -1.798], [7.101, 1.415, 2.422], [-1.671, 7.950, -0.761], [-0.829, -5.476, -4.306], [1.505, 1.068, 5.025], [3.838, 3.029, 1.157], [-1.452, -7.491, 5.404], [-2.616, 1.487, 0.737], [4.812, 0.425, 2.185], [7.320, 1.994, 4.455], [-3.574, -7.569, -0.296], [-0.208, -1.998, 1.640], [-9.597, -4.813, -6.131], [-4.523, -4.187, -2.930], [4.759, 4.347, -0.569], [5.802, 4.177, 2.403], [7.731, 4.204, 1.292], [1.929, 5.193, 2.072], [-3.478, 1.810, -2.963], [8.842, 0.807, 1.278], [-2.948, -0.379, 3.625], [-11.648, -4.481, -7.414], [-4.344, 2.202, 1.794], [-2.250, 0.473, 3.608], [3.369, 3.008, -0.900], [-2.733, 3.492, -0.168], [7.819, 1.658, 3.552], [2.471, 1.254, 5.504], [1.596, 1.100, 3.592], [5.235, 2.902, 1.557], [5.210, 4.478, 4.255], [9.196, 1.475, 3.537], [7.288, 5.796, 2.052], [4.639, -0.287, 3.389], [-2.690, -6.507, 3.664], [5.946, 2.813, 0.720], [1.264, 12.607, -2.479], [-9.039, -10.462, -4.870], [4.000, 0.203, -0.383], [-0.943, -3.833, 2.918], [-11.935, -2.457, -8.582], [-0.452, 3.866, -0.479], [1.196, 0.067, 5.341], [2.568, -3.941, 3.185], [-3.585, 1.423, 1.929], [2.560, 4.860, -0.045], [-1.132, -3.486, 1.910], [-3.727, 0.291, -5.975], [-0.477, 6.352, 0.490], [9.823, 1.661, 4.399], [5.143, 0.979, -0.698], [0.573, 8.601, -1.051], [3.081, 6.546, -3.589], [-2.954, -7.309, -1.928], [1.212, 0.847, 0.934], [-7.472, -4.380, -7.050], [-3.015, -8.376, 0.166], [-2.715, -0.787, -7.807], [-0.734, 7.421, -0.895], [-5.260, -1.954, -4.655], [-9.228, -8.996, -3.880], [3.081, 4.799, -3.837], [-4.999, -1.245, -8.126], [-1.643, -6.476, 5.086], [2.101, 6.607, 1.069], [-11.218, -2.821, -7.855], [3.273, -5.508, 2.727], [-2.280, -11.606, 4.406], [4.402, -0.793, 4.464], [7.887, 4.460, 3.040], [-0.097, -4.856, -2.158], [3.545, 0.607, 1.404], [2.462, 3.296, 3.869], [-10.220, -2.822, -8.281], [-0.846, -10.560, 4.468], [5.052, 4.823, 3.370], [-0.088, -5.688, 4.742], [0.601, 3.771, 1.489], [2.064, -4.530, 0.966], [0.461, -3.551, -4.715], [4.230, -1.815, 0.388], [1.072, 13.109, 0.395], [-4.625, -7.832, -0.357], [-4.884, 0.104, -3.785], [-7.003, -9.324, -4.570], [4.356, -1.104, 5.482], [-6.519, -2.940, -2.923], [-8.121, -5.743, -4.545], [1.660, 3.824, 3.947], [2.867, -0.198, 1.701]], "gap_ev": 8.233, "e_tot_ha": -16306.844292, "e_homo_ev": -10.559, "charge": 1}



Number 3 is which compound? C38H71B2Cl30FN4O4P